[1]
The following is a quantum chemistry calculation of C6H10O as an isolated structure, from OMol25.

XYZ file:
```
17
Properties=species:S:1:pos:R:3:forces:R:3:nbo_charge:R:1
C -1.94008 -0.15763 1.22761 -0.1 -0.1 0.1 -0.414
C -1.60120 0.71411 0.04980 0.0 0.1 -0.1 -0.417
C -0.99054 -0.65118 0.17347 0.1 -0.2 -0.1 -0.253
C 0.46858 -0.83194 0.51289 -0.3 -0.3 0.5 0.086
C 1.51591 -0.40818 -0.46455 0.5 -0.6 1.2 -0.414
C 1.74744 0.63748 0.36700 0.1 0.0 0.0 0.192
O 0.89570 0.29511 1.36947 -0.7 0.4 0.3 -0.492
H -1.51820 0.12779 2.18708 0.0 -0.1 -0.2 0.226
H -2.92568 -0.60972 1.27550 0.1 0.1 0.0 0.214
H -2.35639 0.86518 -0.71567 0.1 -0.1 0.1 0.217
H -0.97144 1.57953 0.23644 -0.1 -0.2 0.0 0.223
H -1.36432 -1.41831 -0.50042 0.0 0.1 0.1 0.223
H 0.66375 -1.80345 0.96437 -0.1 0.0 0.4 0.196
H 2.23577 -1.06468 -0.92368 -0.4 0.2 -0.7 0.244
H 1.54939 0.37933 -1.97518 3.2 2.1 -1.7 0.056
H 2.33518 0.80093 -2.26172 -2.6 -1.1 0.1 -0.090
H 2.26270 1.60006 0.41124 0.1 -0.5 -0.1 0.203
```
Positions in Å, forces in eV/Å.

Properties
**ΔE to the lowest compared entry with this formula, charge and spin**: 113.8 kcal per mole
**E**: -309.661094 a.u.
**Molar mass**: 98.14 g mol⁻¹
**Maximum force**: 4.174 eV/A
**Gap between HOMO and LUMO**: 9.31 eV
**E_LUMO**: 1.04 eV

[2]
The following is a quantum chemistry calculation of C24H48NO2P2ScSi2 as an isolated structure, from OMol25.

XYZ file:
```
80
Properties=species:S:1:pos:R:3:forces:R:3:lowdin_charge:R:1
C -3.95213 -0.53581 -1.96181 -0.7 -0.3 -0.2 -0.052
C -2.72383 0.04405 -1.57692 1.1 0.4 0.0 -0.356
N -2.07980 -0.45217 -0.44720 -0.8 -0.2 0.0 -0.004
C -2.62400 -1.48836 0.24047 -0.5 0.0 -0.6 -0.343
C -3.77705 -2.11841 -0.19310 0.5 -0.5 1.0 -0.074
C -4.45460 -1.63170 -1.30310 -0.1 0.6 -0.6 -0.074
C -2.16071 1.07483 -2.36825 -0.5 0.5 -0.1 -0.280
P -0.59056 1.81402 -2.23286 -1.3 -2.6 -1.1 0.777
Sc -0.07944 0.12770 0.06485 0.3 1.6 -0.3 0.378
P -0.79825 -0.80706 2.33487 -0.7 -1.0 0.4 0.860
C -1.96102 -1.99137 1.50528 -0.2 -0.3 0.5 -0.292
C 0.97019 2.46246 1.02859 0.0 0.9 0.9 -0.185
C 2.25110 2.91176 0.69342 -0.2 -0.3 0.3 -0.102
C 3.13561 3.29248 1.70405 -0.1 0.2 0.2 -0.094
C 2.71365 3.26680 3.04393 -0.1 -0.1 -0.4 -0.090
C 1.39416 2.92014 3.35687 -0.3 0.1 0.0 -0.092
C 0.49195 2.56940 2.33923 0.9 0.0 0.0 -0.110
O -5.42345 3.95406 -2.67500 -0.4 -1.4 0.3 -0.052
O -4.14286 1.66389 1.99007 -1.4 -1.0 0.5 -0.040
H -4.44951 -0.09670 -2.82431 0.0 -0.2 0.2 0.110
H -4.13082 -2.97507 0.37645 -0.1 0.2 -0.2 0.107
H -5.37566 -2.11109 -1.63383 0.2 0.2 0.0 0.109
C 0.53638 1.40992 -3.57452 0.1 0.5 -1.1 -0.250
C -0.75859 3.61017 -2.19614 0.2 0.3 0.0 -0.222
H -2.74102 -2.21118 2.25351 0.0 -0.2 -0.3 0.091
H -1.44020 -2.94646 1.30387 -0.1 0.5 0.1 0.076
H -5.40494 4.87773 -2.51055 0.1 1.4 0.1 0.006
H -2.83484 1.50671 -3.11700 0.0 -0.2 0.2 0.057
C -0.03165 -1.91572 3.56943 0.2 -0.2 0.2 -0.266
C -1.97855 0.06104 3.41302 -0.2 0.3 0.2 -0.268
H 2.53731 2.94334 -0.36510 0.1 -0.2 0.4 0.114
H 4.15308 3.60602 1.45001 -0.4 0.0 0.2 0.108
H 3.41216 3.53545 3.84097 -0.2 -0.1 -0.3 0.105
H 1.05830 2.92851 4.39853 0.2 0.0 -0.3 0.102
H -0.56228 2.37900 2.55956 0.3 -0.1 0.0 0.083
H 0.00879 1.59134 -0.79870 0.0 0.6 0.1 -0.086
H -4.83167 1.90533 2.63094 0.3 -0.2 -0.3 0.065
H -3.70369 2.46618 1.80520 0.8 1.5 -0.5 0.020
H -5.98205 3.60227 -1.96027 0.3 0.1 -0.4 0.044
H 0.32150 2.08859 0.12819 0.5 0.7 1.5 -0.014
H 0.09546 1.77790 -4.51455 0.4 -0.1 0.0 0.049
H 1.50873 1.90142 -3.42185 -0.2 -0.1 0.0 0.049
H 0.69636 0.32770 -3.65993 -0.2 0.4 0.2 0.026
H -1.57151 3.90215 -2.87630 0.2 0.0 0.2 0.051
H -1.01458 3.93900 -1.17971 0.0 -0.1 -0.2 0.047
H 0.17698 4.09900 -2.50355 -0.3 -0.1 0.1 0.050
H -2.46254 -0.66256 4.08122 0.1 0.1 -0.1 0.051
H -1.43056 0.78948 4.02078 -0.1 -0.1 0.0 0.038
H -2.75720 0.59299 2.83973 0.5 -0.4 0.2 0.013
H -0.79792 -2.38111 4.20293 0.1 0.1 -0.2 0.052
H 0.55423 -2.70876 3.09134 -0.1 0.2 0.0 0.043
H 0.63659 -1.33530 4.21426 -0.1 -0.1 -0.1 0.046
C 0.53611 -3.76510 -0.37468 -0.1 -0.4 0.1 -0.175
Si 1.02256 -2.44891 -1.62748 0.6 0.7 0.0 0.390
C 2.43570 -3.13214 -2.68178 0.0 -0.3 -0.3 -0.188
C -0.42307 -2.29147 -2.82390 -0.2 -0.2 -0.2 -0.165
C 1.55957 -0.83853 -0.85271 1.2 -1.0 -0.2 -0.477
Si 3.03541 -0.91494 0.30391 -0.3 -0.2 -0.7 0.396
C 4.38150 0.17219 -0.43291 0.3 0.1 0.0 -0.171
C 2.76549 -0.31188 2.07044 0.1 0.0 0.3 -0.171
C 3.78511 -2.63399 0.52704 0.2 -0.1 0.2 -0.183
H 1.05204 -4.70420 -0.62967 -0.2 0.2 0.2 0.039
H -0.54404 -3.95718 -0.43131 0.2 0.0 0.1 0.023
H 0.79111 -3.51097 0.66153 0.0 0.0 -0.2 0.008
H 1.99910 -3.58615 -3.58382 0.3 0.0 0.1 0.020
H 3.12329 -2.33831 -3.00271 -0.1 -0.2 0.1 0.032
H 3.01442 -3.90435 -2.15827 -0.1 0.2 -0.1 0.016
H -1.37703 -2.56886 -2.35400 0.1 0.2 -0.1 0.026
H -0.53921 -1.29640 -3.26768 -0.1 -0.2 0.1 0.009
H -0.23913 -3.00130 -3.64650 -0.2 0.2 0.2 0.031
H 1.87009 -0.19068 -1.69697 0.0 -0.1 0.2 -0.004
H 4.31017 1.20592 -0.06950 0.0 -0.2 -0.1 0.007
H 5.36734 -0.22303 -0.14688 -0.1 0.2 -0.1 0.031
H 4.32266 0.18651 -1.52914 0.0 0.0 0.2 0.030
H 2.00705 -0.88764 2.61647 0.3 0.1 -0.2 -0.018
H 3.71919 -0.44291 2.60799 -0.2 0.0 -0.1 0.048
H 2.50264 0.74774 2.14945 0.0 -0.3 -0.1 -0.006
H 3.11949 -3.32381 1.06105 0.1 0.1 -0.1 0.023
H 4.08651 -3.10532 -0.41602 -0.1 0.1 0.2 0.018
H 4.69089 -2.50828 1.14101 -0.2 -0.1 -0.1 0.031
```
Positions in Å, forces in eV/Å.

Properties
**ΔE to the lowest compared entry with this formula, charge and spin**: 67.6 kcal per mole
**E**: -3170.826408 a.u.
**Molar mass**: 545.73 g mol⁻¹
**Maximum force**: 3.130 eV/A
**Gap between HOMO and LUMO**: 4.22 eV
**E_LUMO**: -0.01 eV

[3]
The following is a quantum chemistry calculation of one molecule with the formula C6H4O, from OMol25.

XYZ file:
```
11
Properties=species:S:1:pos:R:3:forces:R:3:nbo_charge:R:1
C 2.78874 -0.03575 -0.23283 -0.3 0.1 0.3 -0.189
C 1.76318 0.13224 0.37867 0.5 -0.2 -0.5 -0.056
C 0.35355 0.07420 0.56111 0.0 0.2 -0.3 0.174
C -0.60231 1.00589 0.28211 0.1 0.0 0.0 -0.247
C -1.72038 0.27989 -0.22890 -0.1 -0.1 0.0 -0.324
C -1.37688 -1.03283 -0.16249 -0.2 0.0 -0.1 0.111
O -0.13744 -1.18150 0.33729 0.0 0.0 -0.1 -0.386
H 3.59690 -0.20268 -0.90618 0.2 0.1 0.3 0.238
H -0.47661 2.07848 0.34274 0.0 -0.2 -0.1 0.236
H -2.61337 0.68945 -0.67699 0.0 -0.1 0.3 0.234
H -1.85831 -1.95272 -0.45687 -0.1 0.2 0.1 0.209
```
Positions in Å, forces in eV/Å.

Properties
**ΔE to the lowest compared entry with this formula, charge and spin**: 32.8 kcal per mole
**E**: -306.159225 a.u.
**Molar mass**: 92.10 g mol⁻¹
**Maximum force**: 0.671 eV/A
**Gap between HOMO and LUMO**: 9.49 eV
**SMILES**: C#Cc1ccco1
**E_LUMO**: 1.00 eV

Q: Look up the ΔE to the lowest compared entry with this formula, charge and spin of the first one.
A: 113.8 kcal per mole

Q: What is the formula in the third record?
A: C6H4O

Q: Which value of maximum force does entry 2 give?
A: 3.130 eV/A

Q: E of number 1 (C6H10O)?
A: -309.661094 a.u.